w.
DFT (the ωB97M-V functional and the def2-TZVPD basis) results for a cluster of 3 separate species, C5H17N2O in total.

Geometry (Å):
H -2.33486 1.07649 3.71115
C -0.94077 -0.60973 0.29196
H -0.12938 -0.58243 1.04375
H -1.43503 0.38767 4.73442
H 3.35384 -0.64939 0.23507
H 1.96172 0.91617 -1.69680
H -2.97158 -1.23397 -0.12506
H -2.30084 0.32379 -1.61696
H -1.31215 1.84710 -1.99278
C 1.89731 0.32177 -0.71974
O -1.67550 0.33840 3.80134
N 4.01808 -0.41115 -1.86877
N -0.84382 0.85431 -0.15483
H -2.93352 -0.43960 1.41822
H 3.46573 -0.66592 -2.71954
H 4.03565 0.61491 -1.84789
H -2.61253 2.01046 -0.83618
C -1.81414 1.24142 -1.24676
H -0.57685 -1.41586 -0.41407
H -2.21553 -2.07426 1.31707
H 0.16490 0.85930 -0.56684
C -2.33688 -1.16084 0.76435
C 2.97689 -0.73186 -0.75176
H 1.84512 0.92709 0.17924
H 2.71415 -1.74386 -0.93861

As for the multiplicity: 1. As for the charge: +1. The calculation puts the gap between HOMO and LUMO at 0.2066 Eh.


x.
DFT (the ωB97M-V functional and the def2-TZVPD basis) results for a cluster of 2 separate species, C5H17N2O in total.

Geometry (Å):
H 2.68190 2.41598 1.49840
N 0.95500 -0.53294 1.90281
H -0.59072 1.32220 1.25290
H -2.38543 -0.75571 -0.67181
C 0.01761 -0.71578 0.60315
H 0.92418 -2.70616 0.40233
H 1.76932 -1.40092 -0.48938
H 1.29302 -1.36538 2.46362
C -0.18763 0.77560 0.31376
H -0.20898 1.38554 -1.75267
H -0.96353 -1.03896 1.00757
H 1.80699 -0.23142 1.47332
H 0.44381 -1.92628 -1.29135
O 1.97465 1.94718 1.85512
H -1.58340 2.02014 -1.05019
H 0.84238 1.23838 0.26973
H 0.64181 0.14445 2.59672
H -2.80151 0.63892 -1.69970
C -0.97639 1.03368 -0.96464
H 2.14200 2.39998 2.70176
H -1.84343 -1.68055 -2.71119
C -1.95749 -0.05743 -1.43210
C 0.74803 -1.65802 -0.24479
N -1.43817 -0.82279 -2.52260
H -1.30403 -0.42973 -3.51075

As for the multiplicity: 1. As for the charge: +1. The calculation puts the gap between HOMO and LUMO at 0.3247 Eh.


Energies, relative to the best one, in kcal/mol: w 93.0; x 0.0.


w.
DFT (the ωB97M-V functional and the def2-TZVPD basis) results for a cluster of 2 separate species, C5H17N2O in total.

Geometry (Å):
H 2.38099 -0.61291 -0.74985
H 2.34470 1.44996 -0.64107
H 0.56018 -0.71365 -1.97243
N -0.87717 -1.01599 -0.47071
H 0.67646 -0.21335 2.60959
C 1.51266 -0.85986 -0.11722
H -0.71628 -0.10212 0.02041
C 0.42340 -1.32650 -1.09687
C 0.42961 2.25187 -0.84600
H -0.10911 1.50693 -1.42126
H 0.85576 3.01749 -1.49633
H 2.25984 -0.55108 2.22446
N 1.03273 0.32148 0.61079
H -0.30448 2.81087 -0.25665
H 1.82901 1.13638 2.52009
O -4.38796 -0.95101 -0.15609
H 1.76645 2.24346 0.91733
H 0.60090 -2.36736 -1.35514
H -4.11509 -0.99983 0.78260
C 1.50598 0.22545 2.03932
H 1.98283 -1.56372 0.56694
H -0.98403 -1.56042 0.38991
H -4.90855 -1.75351 -0.05356
H -1.71831 -1.11901 -1.04192
C 1.51867 1.66568 0.04756

As for the multiplicity: 1. As for the charge: +1. The calculation puts the gap between HOMO and LUMO at 0.3727 Eh.


x.
DFT (the ωB97M-V functional and the def2-TZVPD basis) results for a cluster of 2 separate species, C5H17N2O in total.

Geometry (Å):
H 0.41736 -1.26022 -2.55243
N 0.01931 -0.27529 -0.25068
H -0.97813 -0.80840 -3.30783
H -2.96687 -1.37040 -1.74059
H -1.69913 0.59612 -1.40220
H 0.39860 0.45335 1.69192
H -1.16891 0.84805 0.86064
H -1.53997 -2.47859 -1.41472
C 0.61956 2.13023 0.27819
H 2.68805 1.51820 0.20041
C -1.95488 -1.51577 -1.08066
N 1.81838 1.73775 -0.49464
C -0.31389 -0.50603 -2.58360
C -0.09998 0.76487 0.73464
H 0.96667 2.88281 1.07227
O 0.64468 -1.58423 4.06446
H -0.14291 2.51426 -0.42844
H 1.61948 0.87164 -1.01743
H 2.18907 2.49352 -1.05216
H 0.08977 -1.15446 0.01744
C -1.06482 -0.34989 -1.26806
H -2.21408 -1.89608 -0.03088
H 0.28708 -1.82462 4.83349
H 0.83160 -2.41767 3.63279
H 0.08514 0.32865 -3.14376

As for the multiplicity: 1. As for the charge: +1. The calculation puts the gap between HOMO and LUMO at 0.3569 Eh.


y.
DFT (the ωB97M-V functional and the def2-TZVPD basis) results for a cluster of 2 separate species, C5H17N2O in total.

Geometry (Å):
H 1.70676 0.93073 0.32051
N -1.52105 0.52809 -0.60840
H -0.26521 -0.81281 0.61173
H -2.99641 -0.73818 2.17418
H 1.89649 -1.52887 -2.28945
C 1.89721 -1.03151 -1.31141
H -3.07597 1.55309 0.15148
H -2.77211 0.92796 2.44599
H 0.48228 1.82507 -0.18485
H 2.26231 -0.03563 1.90854
H -1.41260 -0.17940 1.92987
H -3.41805 -0.19287 -0.16378
C -0.51999 -0.54357 -0.50620
C -2.69953 0.50990 0.27483
H 1.90809 1.84971 -1.12284
O 2.90452 -0.35673 1.24712
H 1.85390 -1.89058 -0.65267
N 1.25123 1.27948 -0.57621
C -2.47592 0.11994 1.74464
H 0.51507 0.50408 -2.20406
H 2.86526 -0.65102 -1.19182
H -1.74984 0.62424 -1.54174
H -0.73291 -1.56817 -0.94340
C 0.75624 -0.03989 -1.19160
H 3.34024 -1.08307 1.67955

As for the multiplicity: 1. As for the charge: +1. The calculation puts the gap between HOMO and LUMO at 0.3549 Eh.


Energies, relative to the best one, in kcal/mol: w 2.8; x 22.4; y 0.0.


w.
DFT (the ωB97M-V functional and the def2-TZVPD basis) results for a cluster of 2 separate species, CH5BO2 in total.

Geometry (Å):
H -1.98124 -1.10035 1.09184
B -0.36073 -0.05469 0.08015
H -2.10347 0.80234 -0.27310
H 1.68198 0.97445 -0.79332
H 1.63712 -0.66515 -1.04976
H 1.67280 0.07479 0.76135
O -0.61591 -0.72050 1.16114
O -1.19301 0.64722 -0.69541
C 1.26245 0.04191 -0.28289

As for the multiplicity: 1. The calculation puts the gap between HOMO and LUMO at 0.3670 Eh.


x.
DFT (the ωB97M-V functional and the def2-TZVPD basis) results for a cluster of 2 separate species, CH5BO2 in total.

Geometry (Å):
O 0.25420 -1.91301 -1.07803
H -0.92205 0.80573 -0.63957
H 1.22427 -2.10117 -0.99996
H 0.02004 -1.64133 -0.16533
H 0.18727 2.14507 -0.41829
C -0.37238 1.35853 0.06527
O 0.52772 -0.70435 1.55676
H -1.13975 1.80726 0.77630
B 0.22069 0.24327 0.90285

As for the multiplicity: 1. Its SMILES is CB=O.O. The calculation puts the gap between HOMO and LUMO at 0.4281 Eh.


Energies, relative to the best one, in kcal/mol: w 28.5; x 0.0.


w.
DFT (the ωB97M-V functional and the def2-TZVPD basis) results for the ion C8H12NO with charge +1.

Geometry (Å):
H 0.27833 -2.47615 1.08415
N -0.65931 0.89533 0.71067
H 0.61103 0.72824 -3.75407
H -0.63132 -1.27322 2.33882
H 0.42236 2.39294 1.60011
H -1.71935 2.09169 2.02986
H 0.82075 0.75403 2.12989
C 1.06039 -1.64093 -1.47755
H 1.53799 -1.84210 -3.63808
C 0.60766 1.35996 1.29308
C 0.43361 -0.59945 -0.87678
H -1.74293 0.29508 2.31758
O 0.30346 0.37361 -1.69628
C -1.84316 1.12898 1.65527
H -0.83704 1.24873 -0.26055
C 1.15266 -1.24275 -2.84170
C -0.19041 -0.56605 0.43053
C 0.75385 0.02668 -2.93990
H 1.26186 1.47143 0.51521
H 1.34295 -2.56731 -0.97081
C -0.27584 -1.54978 1.30382
H -2.68755 0.99104 1.04673

As for the multiplicity: 1. Its SMILES is C=C(c1ccco1)[NH+](C)C. As for the charge: +1. The calculation puts the gap between HOMO and LUMO at 0.3320 Eh.


x.
DFT (the ωB97M-V functional and the def2-TZVPD basis) results for the ion C8H12NO with charge +1.

Geometry (Å):
H -1.09281 1.03803 0.56558
C -0.44474 -2.17391 -1.60728
H 0.48714 -0.88759 2.27464
C 0.51702 -0.36544 -0.82222
C 0.94833 2.49092 -0.31882
H -1.06812 -3.02203 -1.48390
H -1.17992 -2.36192 1.22512
N -0.27258 1.01970 1.22492
H 0.38625 -1.93227 -3.54759
H 1.50330 3.45913 -0.04518
C 0.31627 -1.56877 -2.52485
H -2.13336 -1.16250 0.56956
O 0.86560 -0.43681 -2.09376
H -0.32887 1.87236 1.85978
C 1.02690 1.25907 0.52866
C -0.32414 -1.31569 -0.41852
H 1.50038 2.32819 -1.32446
H 1.96129 1.10788 0.91722
C -0.38102 -0.30846 1.89146
H -0.18362 2.67420 -0.46854
C -1.02386 -1.31163 0.90142
H -1.07943 -0.40247 2.69673

As for the multiplicity: 1. As for the charge: +1. The calculation puts the gap between HOMO and LUMO at 0.3301 Eh.


Energies, relative to the best one, in kcal/mol: w 0.0; x 54.8.